1.
{
  "formula": "C31H73N11O14",
  "method": "ωB97M-V with the def2-TZVPD basis set",
  "symbols": ["C", "O", "C", "O", "O", "C", "H", "H", "H", "H", "H", "H", "C", "C", "O", "N", "C", "H", "H", "H", "H", "H", "H", "H", "C", "C", "O", "N", "C", "H", "H", "H", "H", "H", "H", "H", "C", "C", "O", "N", "C", "H", "H", "H", "H", "H", "H", "H", "C", "C", "O", "N", "C", "H", "H", "H", "H", "H", "H", "H", "C", "C", "O", "N", "C", "H", "H", "H", "H", "H", "H", "H", "C", "C", "O", "N", "C", "H", "H", "H", "H", "H", "H", "H", "O", "C", "N", "C", "H", "H", "H", "H", "H", "O", "C", "N", "C", "H", "H", "H", "H", "H", "O", "C", "N", "C", "H", "H", "H", "H", "H", "O", "C", "N", "C", "H", "H", "H", "H", "H", "O", "C", "N", "C", "H", "H", "H", "H", "H"],
  "coordinates": [[3.600, 1.370, 0.104], [4.365, 2.458, 0.719], [4.141, 3.686, 0.378], [3.167, 4.167, -0.210], [5.146, 4.361, 0.982], [5.157, 5.742, 0.965], [2.523, 1.503, 0.209], [3.858, 0.448, 0.625], [3.827, 1.309, -0.960], [5.689, 6.110, 1.842], [4.168, 6.200, 0.977], [5.656, 6.163, 0.092], [3.277, 2.293, 3.975], [2.056, 1.472, 3.677], [2.208, 0.423, 3.048], [0.841, 1.873, 3.913], [0.470, 2.898, 4.852], [4.244, 1.923, 3.635], [3.456, 2.442, 5.040], [3.054, 3.254, 3.511], [0.174, 1.209, 3.546], [-0.550, 2.642, 5.138], [0.602, 3.935, 4.542], [1.103, 2.806, 5.735], [2.319, 2.893, -3.787], [2.231, 1.405, -3.612], [1.155, 0.926, -3.258], [3.371, 0.724, -3.751], [3.609, -0.713, -3.604], [2.801, 3.125, -4.737], [2.831, 3.405, -2.973], [1.249, 3.100, -3.797], [4.114, 1.330, -4.069], [4.231, -0.781, -2.712], [4.106, -0.958, -4.543], [2.720, -1.331, -3.476], [2.467, -3.599, 2.942], [3.109, -4.828, 2.342], [4.057, -5.324, 2.872], [2.495, -5.441, 1.268], [1.563, -4.816, 0.275], [1.610, -3.246, 2.370], [3.260, -2.861, 2.821], [2.166, -3.694, 3.986], [2.910, -6.335, 1.047], [1.655, -5.343, -0.674], [1.620, -3.748, 0.062], [0.548, -5.019, 0.619], [-2.048, 3.034, 1.961], [-2.967, 4.015, 2.619], [-3.330, 3.948, 3.837], [-3.374, 4.979, 1.798], [-4.330, 6.004, 2.184], [-1.172, 2.994, 2.608], [-1.583, 3.474, 1.079], [-2.528, 2.078, 1.752], [-3.290, 4.728, 0.823], [-4.089, 6.211, 3.227], [-5.303, 5.514, 2.176], [-4.433, 6.986, 1.722], [-1.624, 3.315, -2.486], [-2.608, 2.361, -1.797], [-3.392, 2.749, -0.874], [-2.756, 1.165, -2.398], [-3.572, 0.005, -2.075], [-0.590, 3.068, -2.245], [-1.798, 4.320, -2.101], [-1.668, 3.349, -3.574], [-2.102, 1.056, -3.159], [-2.824, -0.776, -1.936], [-4.204, -0.358, -2.885], [-4.124, 0.022, -1.135], [-0.719, 2.117, -6.409], [-1.294, 0.698, -6.143], [-2.064, 0.199, -6.943], [-0.649, 0.033, -5.205], [-0.958, -1.349, -4.819], [-0.856, 2.459, -7.435], [0.316, 2.264, -6.101], [-1.194, 2.836, -5.741], [0.091, 0.531, -4.731], [-0.114, -1.631, -4.190], [-1.050, -1.985, -5.700], [-1.915, -1.236, -4.309], [-3.144, -5.203, -2.144], [-2.697, -4.429, -1.309], [-1.658, -3.620, -1.598], [-3.406, -4.254, 0.035], [-1.280, -3.714, -2.530], [-1.268, -2.997, -0.905], [-3.820, -5.150, 0.497], [-4.168, -3.489, -0.115], [-2.618, -3.779, 0.618], [0.909, -3.551, -3.052], [0.823, -4.407, -3.916], [1.333, -4.286, -5.156], [0.097, -5.685, -3.557], [1.592, -3.369, -5.490], [1.308, -4.986, -5.884], [-0.741, -5.898, -4.222], [-0.308, -5.414, -2.583], [0.704, -6.588, -3.490], [-0.573, -2.138, 0.463], [0.014, -1.137, -0.007], [0.698, -1.182, -1.151], [-0.196, 0.201, 0.619], [0.693, -2.093, -1.587], [0.893, -0.342, -1.677], [-0.842, 0.243, 1.496], [-0.623, 0.922, -0.077], [0.799, 0.532, 0.917], [-1.003, -4.128, 4.882], [-0.826, -3.379, 3.907], [-1.258, -3.728, 2.728], [-0.258, -2.033, 4.167], [-1.640, -4.661, 2.663], [-1.013, -3.220, 1.891], [-0.688, -1.592, 5.066], [-0.459, -1.417, 3.290], [0.803, -2.053, 4.418], [-2.181, 0.388, 4.088], [-2.928, 0.504, 5.069], [-3.430, 1.673, 5.377], [-3.509, -0.651, 5.872], [-4.231, 1.706, 5.992], [-3.308, 2.475, 4.776], [-4.083, -1.328, 5.239], [-4.139, -0.297, 6.688], [-2.679, -1.174, 6.347]],
  "e_above_lowest_kcal_mol": 28.6,
  "smiles": "COC(=O)OC.CNC(C)=O.CNC(C)=O.CNC(C)=O.CNC(C)=O.CNC(C)=O.CNC(C)=O.CC(N)=O.CC(N)=O.CC(N)=O.CC(N)=O.CC(N)=O",
  "e_homo_ha": -0.31245
}



2.
{
  "formula": "C43H47F2GdN4O4PS2",
  "method": "ωB97M-V with the def2-TZVPD basis set",
  "symbols": ["Gd", "O", "C", "O", "C", "C", "C", "C", "C", "N", "C", "O", "O", "H", "H", "H", "H", "H", "F", "C", "C", "C", "C", "C", "F", "C", "C", "C", "C", "C", "C", "N", "H", "H", "H", "H", "H", "H", "C", "C", "C", "P", "C", "C", "C", "C", "C", "C", "C", "C", "C", "C", "N", "C", "C", "C", "C", "C", "C", "C", "C", "C", "H", "H", "H", "H", "H", "H", "H", "H", "H", "H", "H", "H", "H", "H", "H", "H", "H", "H", "H", "H", "H", "H", "H", "H", "H", "H", "H", "H", "H", "H", "H", "S", "C", "N", "C", "C", "S", "H", "H", "H", "H", "H"],
  "coordinates": [[0.555, -0.261, -0.456], [4.881, -1.479, 0.041], [3.752, -0.928, -0.389], [2.707, -1.558, -0.338], [3.750, 0.486, -0.835], [4.871, 1.188, -1.016], [4.779, 2.556, -1.385], [3.569, 3.050, -1.650], [2.352, 2.305, -1.336], [2.496, 0.974, -1.014], [1.155, 2.901, -1.248], [0.903, 4.247, -1.315], [0.089, 2.157, -0.652], [4.660, -2.408, 0.254], [5.852, 0.757, -0.874], [5.639, 3.137, -1.567], [3.443, 4.084, -2.002], [0.399, 4.410, -2.141], [-3.880, 4.411, 0.611], [-3.146, 3.793, -0.308], [-1.888, 3.326, 0.048], [-1.185, 2.605, -0.900], [-1.722, 2.363, -2.193], [-2.966, 2.888, -2.465], [-3.494, 2.736, -3.667], [-3.667, 3.620, -1.561], [-0.939, 1.651, -3.229], [-0.937, 2.135, -4.539], [-0.205, 1.456, -5.486], [0.598, 0.416, -5.094], [0.495, -0.065, -3.830], [-0.229, 0.536, -2.887], [-1.470, 3.530, 1.015], [-4.667, 3.991, -1.802], [-1.557, 2.963, -4.802], [-0.180, 1.754, -6.535], [1.193, -0.111, -5.811], [1.046, -0.921, -3.446], [-3.771, -3.191, 1.828], [-2.481, -2.854, 0.994], [-1.222, -3.316, 1.737], [-2.265, -1.116, 0.511], [-3.983, -0.785, -0.205], [-4.008, -1.227, -1.702], [-4.430, 0.677, -0.214], [-2.107, -0.179, 2.070], [-3.217, -0.031, 2.917], [-3.147, 0.572, 4.177], [-4.340, 0.665, 5.053], [-1.919, 1.144, 4.508], [-0.796, 1.068, 3.681], [-0.849, 0.343, 2.476], [0.344, 0.100, 1.797], [1.674, 0.429, 2.274], [2.223, 1.717, 2.184], [1.370, 2.953, 2.063], [3.636, 1.867, 2.278], [4.448, 0.779, 2.569], [5.971, 0.936, 2.562], [3.853, -0.448, 2.799], [2.493, -0.682, 2.638], [1.897, -2.037, 2.844], [-3.843, -4.277, 1.900], [-4.694, -2.806, 1.375], [-3.673, -2.785, 2.854], [-2.599, -3.396, 0.032], [-1.103, -2.781, 2.685], [-0.355, -3.073, 1.150], [-1.274, -4.381, 1.904], [-4.726, -1.348, 0.300], [-3.231, -0.730, -2.297], [-5.019, -0.976, -2.090], [-3.899, -2.343, -1.723], [-3.934, 1.227, -1.022], [-4.241, 1.262, 0.710], [-5.485, 0.674, -0.487], [-4.121, -0.497, 2.568], [-5.178, 0.077, 4.619], [-4.723, 1.699, 5.143], [-4.110, 0.332, 6.098], [-1.795, 1.664, 5.458], [0.173, 1.484, 3.994], [1.190, 3.399, 3.027], [0.347, 2.710, 1.758], [1.825, 3.739, 1.451], [4.094, 2.811, 2.124], [6.279, 1.125, 1.561], [6.502, 0.027, 2.915], [6.278, 1.800, 3.151], [4.459, -1.270, 3.137], [2.634, -2.741, 3.266], [1.512, -2.443, 1.920], [1.071, -1.960, 3.548], [-0.200, -2.792, -1.588], [0.835, -3.742, -2.497], [0.345, -4.626, -3.354], [1.261, -5.607, -3.935], [2.616, -4.861, -3.933], [2.578, -3.749, -2.478], [-0.667, -4.793, -3.287], [0.930, -5.776, -4.954], [1.280, -6.551, -3.381], [2.770, -4.240, -4.797], [3.463, -5.568, -3.853]],
  "s_squared": 16.063,
  "multiplicity": 8,
  "total_charge": 1,
  "e_homo_ha": [-0.31787, -0.31678]
}